This record from the OMol25 dataset describes a 14-piece molecular cluster, C78H111B3ClF12N19O7 overall. The level of theory is ωB97M-V/def2-TZVPD.

Total energy ... -172418.966 eV
Net charge ... +8
HOMO-LUMO gap ... 4.9511 eV

XYZ file:
```
231
Properties=species:S:1:pos:R:3:forces:R:3
Cl 0.08171 0.01334 0.58549 1.748 0.051 -1.366
O -0.72478 1.08521 0.08716 -0.789 0.536 0.151
O -0.73028 -1.09317 0.95910 -0.210 -0.718 0.120
O 0.96726 -0.38201 -0.58432 -0.770 0.284 2.046
O 0.84982 0.49648 1.72271 -0.057 -0.510 -0.887
C -9.71675 -0.40468 1.67353 -0.730 -1.549 0.324
C -9.05248 -1.67300 1.19506 0.493 -0.742 -0.434
N -7.86703 -1.38906 0.35799 0.579 -1.422 0.517
C -7.88639 -1.07498 -0.97230 0.937 1.569 -0.094
C -6.59742 -0.77008 -1.30966 -0.313 -0.886 0.604
N -5.81582 -1.06855 -0.17591 1.021 -0.636 -1.424
C -6.57966 -1.54332 0.78087 -2.546 1.060 -0.947
C -4.33516 -1.11642 -0.18570 -0.442 -1.341 0.145
H -10.16083 0.04897 0.81913 -0.043 1.041 -0.570
H -9.07541 0.20275 2.28058 0.326 0.495 0.034
H -10.57725 -0.72831 2.26269 0.080 0.129 0.239
H -9.71421 -2.25888 0.53986 0.009 0.143 0.457
H -8.68032 -2.33104 1.98950 -0.312 0.242 -0.026
H -8.76376 -0.92967 -1.59252 -0.017 -0.209 0.452
H -6.21856 -0.54164 -2.29590 0.297 0.144 0.382
H -6.32076 -1.95542 1.73571 0.380 0.268 0.278
H -4.00887 -0.09395 -0.20126 0.633 0.184 -0.158
H -4.02139 -1.76365 -1.03116 -0.100 0.846 0.217
H -3.95633 -1.63454 0.71463 -0.398 0.654 -0.248
C -0.46143 6.92751 0.36515 0.194 -0.580 0.878
C -0.28594 8.37569 0.05212 -0.817 0.770 -1.101
N -1.47968 8.87347 -0.76437 2.043 -0.707 -0.640
C -1.94243 8.23624 -1.91972 -0.359 0.625 0.399
C -2.90042 9.07693 -2.42018 -0.524 -2.003 -1.877
N -2.93923 10.14514 -1.64949 -0.718 3.280 1.181
C -2.01946 10.08449 -0.69048 -0.590 -1.272 -0.031
C -3.90149 11.28508 -1.85683 1.768 -1.035 0.018
H 0.34496 6.63191 1.03296 0.094 0.029 0.212
H -0.25182 6.38761 -0.52877 -0.329 -0.823 -0.675
H -1.40506 6.60121 0.84956 0.418 0.526 -0.498
H 0.62084 8.50950 -0.57356 -0.572 0.079 0.395
H -0.21103 9.00341 0.92822 -0.111 0.260 0.139
H -1.52943 7.32780 -2.32520 -0.081 -0.193 0.311
H -3.62445 9.02037 -3.26767 1.075 -0.258 0.806
H -1.78572 10.79425 0.06581 -0.129 0.508 0.282
H -3.43152 11.96773 -2.54658 -0.272 0.230 -0.356
H -4.02354 11.74192 -0.91120 -0.341 0.595 0.857
H -4.80407 10.83416 -2.19019 -0.771 0.036 -0.427
C -2.19146 -2.36653 7.12103 0.249 -0.301 -0.975
C -1.87759 -3.23072 5.79836 -2.063 2.348 1.025
N -2.10705 -4.61440 6.07320 0.034 -1.167 -0.169
C -3.29421 -5.32188 5.92286 1.378 -0.230 0.566
C -3.00271 -6.59253 6.33183 -0.548 -0.299 0.156
N -1.67100 -6.63862 6.71315 -1.001 0.123 -0.406
C -1.15246 -5.42421 6.49090 -0.460 -0.856 1.035
C -0.99063 -7.87602 7.17288 0.223 1.255 -0.721
H -3.26077 -2.43521 7.43951 0.948 -0.092 -0.304
H -1.90236 -1.29358 7.06481 -0.312 -0.741 -0.504
H -1.52830 -2.77738 7.86470 -0.060 -0.182 0.696
H -0.85564 -3.11706 5.45559 -0.387 0.251 -0.183
H -2.67216 -2.97387 5.07373 0.915 0.187 -0.145
H -4.16120 -4.80481 5.56837 -0.337 -0.201 -0.033
H -3.64227 -7.47448 6.44105 0.343 0.542 -0.175
H -0.17917 -5.12310 6.80576 0.490 0.152 -0.251
H -1.72515 -8.58412 7.53577 0.058 0.132 0.348
H -0.22591 -7.56133 7.87857 -0.202 -0.415 0.302
H -0.51081 -8.26880 6.29311 0.272 -0.472 -0.183
C -8.89023 4.87501 6.51514 0.083 -0.532 -1.922
C -8.58522 3.63488 5.58040 0.264 1.086 0.151
N -7.20156 3.71841 5.03256 -0.331 -1.677 1.478
C -6.74509 4.64862 4.19924 1.077 1.239 -0.525
C -5.39675 4.49628 4.16412 0.687 1.126 -2.104
N -5.05290 3.39439 4.84763 -0.851 -0.286 1.915
C -6.17111 2.94768 5.43652 -0.311 0.551 -0.410
C -3.70922 2.95508 5.20864 0.822 0.482 -1.342
H -8.97874 5.78435 5.89409 0.545 -0.241 0.408
H -8.16130 4.94070 7.31363 0.256 0.193 -0.092
H -9.85673 4.81150 6.96748 -0.655 -0.532 0.278
H -9.24101 3.46515 4.71603 -0.067 0.442 0.433
H -8.55383 2.73339 6.13642 -0.344 -0.859 0.681
H -7.34477 5.40508 3.73889 -0.270 0.095 -0.009
H -4.65259 5.06333 3.61641 -0.233 -0.104 0.127
H -6.19934 2.17804 6.17888 -0.176 -0.325 -0.001
H -3.41114 2.18054 4.48954 0.045 0.136 0.463
H -3.70636 2.59184 6.21736 0.000 -0.269 0.358
H -3.01497 3.82300 5.12426 -0.620 -0.596 0.122
C -4.76598 2.61441 0.29266 1.903 -0.663 0.061
C -4.48341 3.47965 -0.90510 -1.813 -0.106 -0.903
N -3.87398 2.79741 -2.03211 1.517 -2.256 -1.161
C -4.34934 2.62983 -3.34392 -1.229 1.481 0.668
C -3.48441 1.92298 -4.07977 0.621 0.062 1.229
N -2.44810 1.64378 -3.20921 -0.272 -0.811 1.381
C -2.72663 2.07367 -1.95873 -0.544 0.359 -1.104
C -1.27205 0.83651 -3.44807 0.930 0.788 -0.479
H -3.85257 2.12707 0.69074 -0.313 0.133 -0.314
H -5.50257 1.84727 0.15914 -0.495 -0.259 -0.308
H -5.06378 3.24313 1.08349 -0.694 0.759 0.989
H -3.91358 4.35632 -0.70090 0.642 0.523 0.380
H -5.43917 3.83174 -1.31322 0.116 0.118 0.176
H -5.26038 3.09619 -3.68559 -0.018 0.013 0.240
H -3.57101 1.55408 -5.07960 0.268 0.091 -0.250
H -2.13858 1.74244 -1.07874 -0.302 0.743 -0.573
H -1.25483 0.55079 -4.48855 -0.237 -0.379 -0.247
H -1.23604 -0.00801 -2.77397 0.110 -0.129 0.091
H -0.41190 1.51390 -3.32845 -0.232 -0.612 0.246
C 0.08117 -8.28171 -15.08416 -0.684 -0.977 1.124
N 0.50994 -7.78350 -13.73587 -0.249 0.913 0.982
C 1.13245 -8.53378 -12.75905 -0.346 0.098 -1.538
C 1.29345 -8.03513 -11.48819 -0.158 0.548 -1.130
C 0.86877 -6.74054 -11.20059 -0.473 -0.349 1.471
C 0.22596 -5.99320 -12.16032 -0.001 -0.184 -0.712
C 0.05254 -6.55195 -13.41915 0.317 0.212 0.225
C 0.96705 -6.26125 -9.77168 0.434 -0.228 -1.596
C 2.16506 -6.36784 -9.11304 1.414 -0.390 0.182
C 2.26782 -5.90130 -7.81798 0.446 -0.219 -0.614
N 1.21796 -5.37077 -7.20260 -0.731 0.988 0.263
C 0.05130 -5.17963 -7.87473 -0.547 -0.117 1.265
C -0.09948 -5.64982 -9.14292 0.184 0.129 0.071
C 1.27525 -4.96168 -5.78460 -0.534 -0.084 1.614
H -0.96364 -8.60633 -14.91825 0.576 -0.127 -0.376
H 0.72393 -9.10082 -15.33410 0.148 -0.489 -0.321
H 0.08960 -7.53311 -15.85425 0.335 0.576 0.018
H 1.50148 -9.52776 -13.03783 -0.334 0.430 -0.037
H 1.75150 -8.66993 -10.77731 0.372 -0.440 0.707
H -0.14137 -4.98883 -11.99285 0.024 -0.071 0.063
H -0.46031 -5.96805 -14.17846 0.107 -0.388 -0.121
H 3.07896 -6.79457 -9.58200 -0.875 0.386 0.337
H 3.22439 -5.90258 -7.33145 0.061 -0.120 0.506
H -0.76500 -4.71735 -7.28746 0.620 -0.326 -0.548
H -1.02000 -5.56472 -9.65829 -0.862 0.236 -0.229
H 2.29460 -4.97094 -5.40108 0.066 -0.139 -0.406
H 0.69709 -5.70038 -5.15441 0.501 0.757 -0.871
H 0.88167 -3.93632 -5.56734 0.134 -0.910 -0.762
C 2.85362 2.98993 0.27894 -1.285 -0.720 -1.101
N 3.30909 3.05300 -1.11944 -0.734 -1.152 -0.789
C 4.30154 3.88492 -1.44656 -1.255 0.176 0.483
C 4.59611 4.10792 -2.73935 1.875 -0.622 -2.364
C 4.07956 3.21767 -3.71223 0.608 -0.183 -0.147
C 3.05738 2.33444 -3.38914 -0.208 0.442 1.156
C 2.63264 2.30329 -2.04546 0.991 0.865 0.514
C 4.75287 3.08078 -5.06769 0.745 0.213 0.603
C 6.12316 2.71845 -5.19229 -0.670 1.403 -0.984
C 6.70175 2.72761 -6.48539 -0.460 -0.742 0.962
N 5.92478 2.89004 -7.56669 -0.152 -0.414 -0.558
C 4.62061 3.19571 -7.44195 0.483 1.068 -0.893
C 4.05059 3.38038 -6.21985 -1.029 -0.235 -0.002
C 6.43392 2.68675 -8.96262 1.750 -0.119 0.146
H 3.64657 2.99815 0.98723 0.686 0.268 -0.144
H 2.36561 2.01144 0.38100 0.069 0.423 0.228
H 2.13533 3.77326 0.42783 -0.458 0.436 -0.067
H 4.73192 4.40136 -0.62701 0.448 0.429 0.493
H 5.42787 4.77662 -3.05379 -0.821 -0.401 0.534
H 2.57891 1.73187 -4.15101 0.048 -0.100 0.233
H 1.80888 1.74442 -1.58724 0.278 -0.103 -0.658
H 6.70827 2.69064 -4.28425 0.315 -0.459 -0.196
H 7.74224 2.53186 -6.72513 -0.054 0.043 0.440
H 4.16576 3.50767 -8.38178 -0.276 -0.430 0.320
H 3.02926 3.75055 -6.17178 0.144 -0.110 0.028
H 6.23170 1.68139 -9.35096 -0.556 0.334 0.325
H 7.54369 2.73948 -8.98607 -0.673 0.204 0.382
H 6.08512 3.47904 -9.61283 -0.339 -0.030 0.004
C 0.47677 -4.24012 0.08262 1.085 1.426 0.240
N 1.74876 -4.96434 0.39695 -1.104 0.168 1.272
C 2.83801 -4.27969 0.77254 0.051 -1.359 -0.271
C 3.96444 -4.95902 1.16698 0.211 1.976 -0.600
C 3.95289 -6.30147 1.26037 0.280 -1.295 0.157
C 2.80518 -7.00799 1.04941 -2.544 -0.366 -0.936
C 1.66775 -6.28062 0.61065 1.352 -1.948 -0.376
C 5.14829 -7.10099 1.48500 -0.060 -0.228 0.196
C 5.07824 -8.15423 2.36482 1.080 -0.061 0.225
C 6.23666 -8.88654 2.56833 -0.932 0.426 -0.091
N 7.33573 -8.60938 1.86723 1.192 -0.957 0.576
C 7.38563 -7.64243 0.91976 1.331 -0.637 0.034
C 6.29057 -6.87893 0.73340 -0.677 0.174 0.178
C 8.60165 -9.37094 2.17882 -0.065 -0.052 0.253
H 0.03153 -4.71679 -0.76275 -0.531 -0.429 -0.300
H 0.74435 -3.20258 -0.18901 -0.109 -0.453 0.082
H -0.13880 -4.15050 0.98315 0.130 -0.415 -0.203
H 2.80426 -3.24773 0.65691 -0.061 1.660 -0.085
H 4.87244 -4.39762 1.26258 0.250 0.258 0.412
H 2.82726 -8.12522 1.08542 -0.452 1.252 -0.030
H 0.78659 -6.80591 0.22926 0.139 0.401 0.524
H 4.20178 -8.34800 2.94842 -0.240 -0.148 0.217
H 6.22479 -9.66589 3.31000 0.545 -0.254 0.001
H 8.33674 -7.52369 0.35219 -0.877 -0.198 0.641
H 6.22979 -6.12846 -0.00421 0.406 0.763 -0.746
H 9.31383 -8.68068 2.64809 -0.056 -0.163 -0.559
H 8.92702 -9.86246 1.27218 0.416 0.376 -0.290
H 8.46589 -10.19597 2.88203 -0.646 0.350 0.054
C 5.38813 8.96271 7.16386 0.410 -1.499 -0.870
N 5.15917 7.46399 6.80316 -0.208 1.568 0.915
C 6.22017 6.65074 6.68590 -1.215 -0.668 -0.006
C 6.04410 5.29948 6.44469 1.218 -0.012 -0.594
C 4.75722 4.82798 6.27260 0.610 -1.141 0.252
C 3.71521 5.69535 6.37895 -1.532 0.964 0.590
C 3.90446 7.01397 6.68162 2.635 -1.344 -0.756
C 4.43294 3.41059 6.00325 -0.619 -1.025 0.506
C 4.77220 2.34764 6.87044 -0.681 -0.902 -1.156
C 4.29874 1.07578 6.54145 0.465 0.437 -0.220
N 3.53166 0.84113 5.46648 -0.345 0.217 -0.599
C 3.21763 1.85702 4.59617 -0.545 -1.288 0.606
C 3.58852 3.15051 4.91034 0.784 0.077 0.504
C 3.11070 -0.62188 5.21752 1.752 1.491 0.172
H 4.44080 9.48114 7.33963 0.212 -0.381 -0.103
H 5.90531 9.33067 6.26924 -0.080 0.395 0.559
H 6.01617 8.95367 8.05572 -0.075 0.254 -0.190
H 7.15759 7.10641 6.79024 1.247 0.487 0.163
H 6.92921 4.65277 6.26112 -0.749 0.559 0.424
H 2.68733 5.39707 6.34374 -0.292 -0.470 -0.283
H 3.16867 7.71982 6.66699 -1.976 1.649 0.421
H 5.32595 2.33017 7.78972 0.413 0.851 0.109
H 4.62978 0.19600 7.09242 -0.380 0.256 0.076
H 2.64128 1.55767 3.70852 0.278 0.332 0.609
H 3.29229 4.02227 4.33669 -0.062 -0.509 -0.413
H 4.08036 -1.07563 4.97885 -0.527 -0.371 0.087
H 2.50249 -0.62614 4.34881 -0.673 -0.149 -0.648
H 2.63008 -1.02068 6.10670 0.027 0.107 -0.091
N 4.62171 0.75211 1.81714 1.431 -0.831 1.690
O 4.81058 0.42979 0.67496 -0.211 -0.247 -2.588
O 4.92285 -0.01403 2.73783 -0.235 -1.018 0.984
O 4.22877 1.87970 2.12447 -0.318 1.486 0.985
B 0.08642 4.02882 -2.47171 0.249 -0.172 0.525
F -0.92322 4.99726 -2.51244 -0.272 -0.350 0.051
F 1.24988 4.62559 -1.97258 0.438 0.503 -0.221
F -0.18010 2.96044 -1.55144 -0.338 0.734 -0.850
F 0.31086 3.48949 -3.76132 -0.082 0.076 0.231
B -5.06294 -0.00847 3.25901 0.173 -0.747 -0.889
F -3.85470 0.12677 2.52773 -0.415 -0.458 0.003
F -4.82366 0.35386 4.54841 -0.188 0.390 1.094
F -6.00401 0.84906 2.62363 -0.078 -0.630 0.345
F -5.52820 -1.42234 3.28677 0.559 1.544 -0.183
B 1.35710 -4.00103 3.85296 -0.717 -0.373 -1.288
F 2.61516 -4.57918 4.01686 -0.270 0.090 0.290
F 1.44197 -3.16059 2.65691 -0.297 -0.577 1.143
F 0.37584 -5.06863 3.56935 0.961 1.173 0.304
F 0.91622 -3.24621 4.96557 0.814 -0.461 -0.664
```
Positions in Å, forces in eV/Å.

=====

This record from the OMol25 dataset describes a 2-piece molecular cluster, C6H12N overall. The level of theory is ωB97M-V/def2-TZVPD.

Total energy ... -7895.689 eV
Net charge ... +1
HOMO-LUMO gap ... 7.9566 eV

XYZ file:
```
19
Properties=species:S:1:pos:R:3:forces:R:3
C -2.37133 0.78921 1.38194 0.299 -0.603 -2.144
C -2.06079 0.56943 0.22568 -1.463 0.220 1.426
C 0.82102 0.77230 1.02942 1.707 0.463 -0.087
C 0.39831 -1.61941 0.22601 0.458 -3.132 1.344
C 1.43525 -0.02594 -1.25520 -0.638 -2.097 -2.668
C 0.76917 -0.23788 0.00994 0.799 -0.813 -1.106
N -1.48022 0.46128 -0.95886 2.122 1.176 -0.859
H -2.98284 1.08788 2.17401 -0.326 0.204 0.938
H 1.43615 1.66783 0.84321 -0.571 -0.348 -0.532
H -0.18924 0.98344 1.23439 -1.872 0.794 0.385
H 1.11859 0.45040 2.00464 0.289 -0.943 0.624
H 1.21321 -2.28968 0.80984 -1.550 2.052 -0.752
H 0.23208 -2.30422 -0.62924 0.256 1.140 -0.167
H -0.52295 -1.67092 0.78019 -0.277 -0.070 0.924
H 1.47677 -0.95425 -1.95963 0.158 1.484 1.665
H 1.11127 0.73331 -1.93369 -0.558 0.979 0.025
H 2.36780 0.31710 -0.95097 2.351 0.405 0.201
H -1.01910 1.33722 -1.25188 -0.590 -0.565 0.098
H -1.75318 -0.06712 -1.77980 -0.596 -0.345 0.685
```
Positions in Å, forces in eV/Å.